# C5H12N3O

A cluster of 2 separate species, C5H12N3O in total (the ωB97M-V functional and the def2-TZVPD basis, the OMol25 dataset).

## Properties
Kohn-Sham gap: 10.18 eV
HOMO energy: -12.71 eV
Lowest unoccupied orbital energy: -2.5312 eV
Relative energy (zero: lowest compared OMol25 entry of this formula, charge and spin): 61.2 kcal/mol

```
! wB97M-V def2-TZVPD RIJCOSX def2/J DEFGRID3
* xyz 1 1
C 1.370 0.521 1.045
C 1.921 1.312 0.119
C 2.370 -0.882 -0.652
C -3.310 0.927 0.047
C -1.929 -1.031 -0.220
N 1.622 -0.962 0.596
N 2.498 0.505 -0.890
N -2.053 0.228 0.064
O -0.851 -1.606 -0.058
H 0.529 0.625 1.759
H 3.270 -1.438 -0.465
H 1.788 -1.396 -1.575
H -3.608 0.998 1.088
H -3.214 2.070 -0.241
H -4.061 0.613 -0.738
H -2.882 -1.555 -0.446
H 1.949 2.355 0.125
H 2.067 -1.523 1.218
H 3.160 0.822 -1.599
H -1.257 0.787 0.323
H 0.621 -1.369 0.499
*
```